# 1
The following is a quantum chemistry calculation of C27H31CaN6OS2 as an isolated structure, from the Open Molecules 2025 dataset.

```
! wB97M-V def2-TZVPD RIJCOSX def2/J DEFGRID3
* xyz 1 1
Ca 0.36 -0.23 -0.40
C -5.22 0.63 -0.15
C -4.78 0.83 1.30
N -3.61 0.04 1.64
C -2.35 0.36 1.31
S -1.11 -0.73 1.87
N -2.21 1.47 0.60
N -0.93 1.69 0.20
C -0.56 2.89 -0.08
C -1.42 4.10 0.06
C 0.86 3.03 -0.51
C 1.37 4.28 -0.86
C 2.70 4.39 -1.24
C 3.49 3.25 -1.27
C 2.90 2.05 -0.91
N 1.63 1.93 -0.53
H -6.10 1.25 -0.37
H -5.48 -0.41 -0.34
H -4.42 0.93 -0.82
H -5.58 0.54 1.98
H -4.55 1.88 1.48
H -3.72 -0.76 2.25
H -2.41 3.80 0.41
H -1.51 4.62 -0.89
H -0.99 4.80 0.78
H 0.74 5.15 -0.83
H 3.11 5.35 -1.51
H 4.53 3.28 -1.56
H 3.48 1.13 -0.92
N -1.68 -1.62 -1.21
C -1.26 -2.56 -2.18
C -2.05 -2.96 -3.22
C -1.58 -3.89 -4.17
C -0.33 -4.43 -4.07
C 0.52 -4.03 -3.00
C 1.82 -4.55 -2.83
C 2.59 -4.10 -1.80
C 2.08 -3.10 -0.96
N 0.87 -2.59 -1.08
C 0.07 -3.07 -2.08
H -1.66 -1.99 -0.25
H -2.60 -1.26 -1.39
H -3.07 -2.58 -3.29
H -2.23 -4.19 -4.98
H 0.02 -5.16 -4.78
H 2.18 -5.31 -3.51
H 3.59 -4.49 -1.63
H 2.69 -2.71 -0.15
C 0.68 6.56 -4.74
C 0.30 5.14 -4.42
C 1.22 4.10 -4.55
C 0.88 2.80 -4.23
C -0.41 2.53 -3.78
C -1.34 3.55 -3.63
C -0.98 4.85 -3.95
S -0.88 0.87 -3.37
C -0.82 0.15 -5.01
O 0.32 0.26 -2.66
H 1.59 6.60 -5.34
H 0.85 7.13 -3.83
H -0.11 7.06 -5.30
H 2.22 4.32 -4.91
H 1.60 2.00 -4.31
H -2.33 3.32 -3.26
H -1.71 5.64 -3.84
H 0.18 0.30 -5.41
H -1.57 0.63 -5.63
H -1.04 -0.91 -4.90
*
```

calculated total energy = -79598.8335 eV
gap between HOMO and LUMO = 7.40 eV
energy relative to the best compared isomer or geometry (same formula, charge and spin) = 0.000 eV
LUMO level = -2.71 eV

***

# 2
The following is a quantum chemistry calculation of C29H26N2O2SV as an isolated structure, from the Open Molecules 2025 dataset.

```
! wB97M-V def2-TZVPD RIJCOSX def2/J DEFGRID3
* xyz 1 1
V 0.41 -0.35 0.32
O -1.45 0.73 3.61
C -0.88 -0.12 3.01
O -0.27 0.17 1.81
C -0.76 -1.55 3.40
C -1.33 -1.86 4.64
C -1.30 -3.15 5.13
C -0.69 -4.15 4.38
C -0.11 -3.85 3.16
C -0.13 -2.55 2.66
S 0.75 -2.39 1.13
H -1.80 -1.06 5.20
H -1.75 -3.37 6.09
H -0.66 -5.16 4.75
H 0.37 -4.63 2.59
C 2.32 -1.62 -1.99
N 1.02 -0.95 -1.83
C 1.05 0.33 -2.59
C -0.03 -1.82 -2.39
C -1.34 -1.31 -1.93
C -2.53 -1.46 -2.62
C -3.71 -1.00 -2.06
C -3.71 -0.41 -0.81
C -2.52 -0.25 -0.11
C -1.32 -0.69 -0.67
H 2.46 -1.91 -3.04
H 2.35 -2.51 -1.37
H 3.13 -0.95 -1.71
H 1.25 0.12 -3.64
H 1.84 0.97 -2.20
H 0.09 0.83 -2.50
H 0.14 -2.83 -1.99
H 0.06 -1.87 -3.48
H -2.53 -1.93 -3.60
H -4.64 -1.12 -2.61
H -4.64 -0.06 -0.38
H -2.55 0.23 0.86
N 2.07 0.30 0.25
C 3.10 0.89 0.71
C 3.16 2.37 0.65
C 4.34 3.00 0.29
C 4.38 4.38 0.16
C 3.24 5.13 0.43
C 2.06 4.51 0.80
C 2.01 3.13 0.90
C 4.22 0.12 1.30
C 4.43 -1.22 0.96
C 5.44 -1.94 1.57
C 6.23 -1.34 2.54
C 6.01 -0.02 2.90
C 5.01 0.72 2.28
H 5.23 2.42 0.09
H 5.30 4.87 -0.13
H 3.27 6.21 0.34
H 1.18 5.09 1.02
H 1.10 2.63 1.21
H 3.80 -1.68 0.22
H 5.61 -2.97 1.29
H 7.01 -1.91 3.02
H 6.62 0.44 3.67
H 4.84 1.74 2.57
*
```

calculated total energy = -74087.4990 eV
gap between HOMO and LUMO (spin up / spin down) = 6.64 / 6.64 eV
energy relative to the best compared isomer or geometry (same formula, charge and spin) = 0.763 eV
LUMO level (spin up / spin down) = -4.58 / -4.58 eV

***

# 3
The following is a quantum chemistry calculation of C31H33ClN2O2PdSi2 as an isolated structure, from the Open Molecules 2025 dataset.

```
! wB97M-V def2-TZVPD RIJCOSX def2/J DEFGRID3
* xyz 2 5
C -1.52 -1.07 0.95
C -2.23 -0.44 -0.13
C -2.09 -1.24 -1.32
H -2.77 0.51 -0.07
C -1.27 -2.36 -0.99
C -0.88 -2.26 0.39
H -0.27 -2.94 0.92
H -1.38 -0.70 1.93
H -2.52 -1.04 -2.29
H -0.95 -3.15 -1.67
Pd -0.29 -0.62 -0.63
Si -0.47 -0.20 -6.82
C 0.24 1.41 -7.80
C 1.57 1.61 -8.22
H 2.32 0.85 -7.99
C 1.95 2.77 -8.93
H 3.00 2.88 -9.24
C 1.02 3.77 -9.20
H 1.34 4.68 -9.75
C -0.31 3.59 -8.80
H -1.04 4.39 -9.01
C -0.69 2.43 -8.10
H -1.74 2.34 -7.79
C 0.47 -1.47 -7.81
C 0.03 -1.58 -9.14
H -0.71 -0.90 -9.56
C 0.62 -2.55 -9.96
H 0.27 -2.69 -10.99
C 1.64 -3.37 -9.44
H 2.06 -4.17 -10.07
C 2.15 -3.17 -8.15
H 2.96 -3.79 -7.77
C 1.59 -2.17 -7.35
H 2.06 -1.97 -6.40
H -1.95 -0.09 -7.04
Si 1.78 0.79 -4.48
C 0.61 -0.90 -4.72
C -0.82 -1.05 -4.78
H -1.54 -0.27 -4.55
C -1.41 -2.35 -4.66
H -2.49 -2.49 -4.83
C -0.66 -3.47 -4.33
H -1.10 -4.48 -4.29
C 0.69 -3.28 -3.97
H 1.27 -4.13 -3.61
C 1.25 -2.01 -4.13
H 2.23 -1.92 -3.70
C 0.32 2.08 -4.49
C -0.82 1.89 -3.72
H -0.94 1.01 -3.09
C -1.82 2.86 -3.66
H -2.74 2.67 -3.11
C -1.62 4.09 -4.30
H -2.39 4.87 -4.24
C -0.42 4.33 -4.99
H -0.25 5.29 -5.46
C 0.54 3.32 -5.09
H 1.47 3.53 -5.61
H 3.17 1.25 -4.57
Cl 1.88 0.53 -2.38
C 1.53 3.35 2.31
O 2.16 2.06 2.26
C 1.66 1.27 1.29
O 0.76 1.61 0.51
N 2.25 0.03 1.36
N 2.08 -0.81 0.22
H 2.01 3.80 3.17
H 0.48 3.26 2.56
H 1.69 3.94 1.40
H 3.18 0.02 1.75
H 2.70 -0.52 -0.55
H 2.28 -1.78 0.47
*
```

calculated total energy = -71492.8320 eV
gap between HOMO and LUMO (spin up / spin down) = 5.77 / 4.00 eV
energy relative to the best compared isomer or geometry (same formula, charge and spin) = 2.165 eV
LUMO level (spin up / spin down) = -6.44 / -9.70 eV

***

# 4
The following is a quantum chemistry calculation of C11H9Cl3GeMnN2S as an isolated structure, from the Open Molecules 2025 dataset.

```
! wB97M-V def2-TZVPD RIJCOSX def2/J DEFGRID3
* xyz 1 5
Mn -0.33 -0.74 -0.24
C 0.08 -3.47 1.26
C -0.45 -2.44 2.21
C -0.64 -2.75 3.57
C -1.12 -1.79 4.41
C -1.41 -0.49 3.93
C -1.89 0.55 4.76
C -2.12 1.78 4.22
C -1.87 2.03 2.85
C -1.41 1.04 2.02
S -1.09 1.36 0.31
C -1.17 -0.24 2.57
N -0.71 -1.23 1.75
H -0.22 -4.47 1.54
H 1.18 -3.44 1.25
H -0.26 -3.30 0.23
H -0.41 -3.75 3.93
H -1.28 -2.01 5.46
H -2.07 0.35 5.81
H -2.49 2.59 4.84
H -2.05 3.02 2.44
Cl 2.82 -3.13 -1.74
Ge 2.61 -0.99 -2.08
Cl 0.11 -1.10 -2.42
Cl 1.83 -0.51 0.25
N -3.40 -1.30 -0.59
C -2.28 -1.11 -0.47
H -4.40 -1.38 -0.66
*
```

calculated total energy = -150769.4365 eV
gap between HOMO and LUMO (spin up / spin down) = 5.94 / 6.64 eV
LUMO level (spin up / spin down) = -5.24 / -4.55 eV

***

# 5
The following is a quantum chemistry calculation of C41H52LaN4O3S2Si as an isolated structure, from the Open Molecules 2025 dataset.

```
! wB97M-V def2-TZVPD RIJCOSX def2/J DEFGRID3
* xyz 1 1
La -0.69 -0.78 1.17
C -6.13 2.02 -3.49
C -4.78 1.52 -3.05
C -3.97 0.97 -4.23
C -4.04 2.79 -2.49
C -4.99 0.53 -1.91
C -6.21 -0.17 -1.72
C -6.34 -1.01 -0.61
C -5.33 -1.25 0.31
S -5.31 -2.20 1.80
C -3.70 -1.65 2.03
N -3.11 -1.00 0.99
C -4.09 -0.63 0.04
C -3.89 0.16 -1.11
C -2.88 -2.14 3.15
C -3.46 -3.09 4.00
C -2.60 -3.76 4.80
C -1.30 -3.30 5.10
C -0.88 -2.19 4.42
C -1.58 -1.67 3.36
H -5.89 2.78 -4.26
H -6.64 2.54 -2.68
H -6.76 1.28 -3.97
H -4.00 1.62 -5.09
H -4.31 -0.01 -4.55
H -2.88 0.94 -3.96
H -4.01 3.62 -3.16
H -3.03 2.52 -2.16
H -4.66 3.04 -1.59
H -7.05 -0.08 -2.43
H -7.30 -1.42 -0.40
H -2.88 0.63 -1.34
H -4.52 -3.45 3.84
H -3.00 -4.63 5.34
H -0.67 -3.83 5.82
H 0.10 -1.81 4.59
C 3.15 -3.38 2.89
C 2.22 -3.01 1.74
C 3.03 -2.80 0.42
C 1.01 -3.92 1.56
O 1.60 -1.62 2.00
Si 2.11 -0.25 2.87
S 0.85 1.28 2.27
O 3.65 0.13 2.66
C 4.52 0.88 1.71
C 5.86 0.09 1.78
C 3.96 0.86 0.31
C 4.66 2.27 2.23
O 1.82 -0.68 4.43
C 2.07 0.05 5.74
C 1.54 1.47 5.65
C 1.29 -0.86 6.73
C 3.61 0.02 6.03
H 3.66 -4.32 2.65
H 2.59 -3.54 3.84
H 3.91 -2.60 3.14
H 3.73 -3.66 0.30
H 3.58 -1.87 0.57
H 2.40 -2.66 -0.49
H 1.29 -4.88 1.18
H 0.28 -3.35 0.88
H 0.44 -3.98 2.51
H 5.65 -0.89 1.37
H 6.21 -0.09 2.81
H 6.62 0.60 1.19
H 3.63 -0.18 -0.02
H 4.79 1.20 -0.36
H 3.10 1.55 0.23
H 4.98 2.30 3.27
H 3.73 2.87 2.10
H 5.42 2.90 1.73
H 0.53 1.47 5.22
H 2.15 2.04 4.95
H 1.52 1.97 6.61
H 0.20 -0.76 6.58
H 1.54 -0.57 7.77
H 1.53 -1.92 6.53
H 4.26 0.30 5.17
H 3.79 -1.03 6.27
H 3.94 0.64 6.89
N 1.13 2.63 -5.30
C 0.96 2.95 -6.67
C 1.41 3.96 -7.48
C 1.23 3.96 -8.85
C 0.39 2.88 -9.40
C -0.02 1.80 -8.62
C 0.21 1.80 -7.21
N -0.16 0.96 -6.18
C 0.35 1.50 -5.08
C 0.18 0.88 -3.78
C 0.63 1.47 -2.59
C 0.56 0.74 -1.41
N -0.05 -0.52 -1.32
C -0.48 -1.06 -2.45
C -0.42 -0.41 -3.69
H 1.28 3.30 -4.57
H 1.88 4.85 -6.99
H 1.73 4.63 -9.54
H 0.06 2.82 -10.41
H -0.59 0.97 -9.04
H 0.95 2.49 -2.61
H 0.88 1.23 -0.51
H -0.90 -2.01 -2.23
H -0.85 -0.83 -4.57
*
```

calculated total energy = -85872.6459 eV
gap between HOMO and LUMO = 7.04 eV
energy relative to the best compared isomer or geometry (same formula, charge and spin) = 1.092 eV
LUMO level = -3.42 eV

***

# 6
The following is a quantum chemistry calculation of a 2-piece molecular cluster, CH3IS2 overall, from the Open Molecules 2025 dataset.

```
! wB97M-V def2-TZVPD RIJCOSX def2/J DEFGRID3
* xyz 0 1
C -1.20 -0.46 -0.05
S -0.98 1.15 0.75
S 2.18 1.87 -0.17
I 3.58 -0.01 -0.15
H -2.08 -0.96 0.41
H -0.25 -0.94 0.39
H -1.25 -0.65 -1.18
*
```

calculated total energy = -30853.3699 eV
gap between HOMO and LUMO (spin up / spin down) = 4.95 / 5.11 eV
energy relative to the best compared isomer or geometry (same formula, charge and spin) = 3.251 eV
LUMO level (spin up / spin down) = -3.49 / -3.46 eV